(a)
CH5BS in the gas phase. Source: the OMol25 dataset; level of theory: ωB97M-V with the def2-TZVPD basis set.

Geometry as XYZ:
```
8
CH5BS ωB97M-V with the def2-TZVPD basis set
B 0.2765 0.6659 -0.0036
C -1.1452 -0.5281 0.0429
S 1.8908 -0.2026 0.0441
H 0.2870 1.6878 -0.4471
H -0.5469 -1.3474 -0.2243
H -1.9910 -0.3304 -0.6285
H -1.5329 -0.6234 1.0633
H 2.7617 0.6782 0.1532
```

Properties
SMILES = CBS



(b)
2 unconnected molecules or ions with the total composition CH5BS. Source: the OMol25 dataset; level of theory: ωB97M-V with the def2-TZVPD basis set.

Geometry as XYZ:
```
8
CH5BS ωB97M-V with the def2-TZVPD basis set
B 0.3333 0.0706 0.2992
C -0.7843 0.2917 -0.7297
S 0.2817 -0.7863 1.7611
H 1.7394 0.2834 -0.6189
H -0.2867 0.6573 -1.5693
H -1.6990 0.8562 -0.5369
H -1.1303 -0.7508 -0.8599
H 1.5459 -0.6220 2.2544
```



Stability verdict: (a), ahead by 0.644 eV



(a)
A molecular structure, H20O10Xe. Source: the OMol25 dataset; level of theory: ωB97M-V with the def2-TZVPD basis set.

Geometry as XYZ:
```
31
H20O10Xe ωB97M-V with the def2-TZVPD basis set
Xe 9.2674 -2.1356 -17.0894
O 6.4908 -1.2435 -15.3650
H 7.4340 -1.3824 -15.2805
H 6.3782 -0.2975 -15.2717
O 10.2191 0.9950 -15.0065
H 9.9799 0.2717 -14.4269
H 9.4496 1.1226 -15.5613
O 8.9177 -1.1858 -13.5764
H 9.1160 -2.0867 -13.3209
H 8.2338 -0.9084 -12.9668
O 11.2967 -1.1296 -20.1054
H 12.0964 -0.6054 -20.1481
H 10.7439 -0.6730 -19.4712
O 12.4626 -5.1455 -16.3513
H 12.2173 -4.5519 -15.6416
H 12.2314 -4.6724 -17.1507
O 9.2807 0.7544 -19.2363
H 9.1241 1.1798 -18.3933
H 8.4922 0.2348 -19.3931
O 12.2738 -3.6521 -18.8961
H 11.4127 -4.0695 -18.9212
H 12.1685 -2.8534 -19.4131
O 4.8592 -2.0011 -17.5094
H 5.1280 -1.2813 -18.0802
H 5.3829 -1.8869 -16.7163
O 7.2575 -1.1653 -19.9456
H 7.1483 -2.1161 -19.9298
H 6.8063 -0.8850 -20.7418
O 9.5057 -5.1310 -19.2472
H 8.8380 -4.5995 -19.6806
H 9.1255 -5.3463 -18.3955
```



(b)
A molecular structure, H20O10Xe. Source: the OMol25 dataset; level of theory: ωB97M-V with the def2-TZVPD basis set.

Geometry as XYZ:
```
31
H20O10Xe ωB97M-V with the def2-TZVPD basis set
Xe -6.3511 14.4614 6.0430
O -9.7647 14.4375 7.6450
H -9.4904 13.8802 6.9166
H -9.5955 15.3294 7.3417
O -6.7039 11.7297 2.8058
H -6.6157 11.2408 1.9876
H -6.1611 12.5080 2.6800
O -7.4044 10.3730 6.9948
H -7.7003 9.4911 6.7693
H -6.7190 10.5670 6.3555
O -9.0182 17.0253 6.8714
H -8.3556 17.6934 6.6958
H -9.8136 17.3618 6.4586
O -5.4102 14.5110 2.7436
H -5.5439 15.3631 3.1588
H -4.5587 14.2172 3.0673
O -9.0241 13.0010 3.8358
H -9.4296 12.4327 4.4906
H -8.1142 12.7069 3.7931
O -6.1159 11.9115 8.9597
H -6.5366 11.1637 8.5355
H -6.7832 12.5977 8.9534
O -3.3188 16.5010 5.3838
H -3.9520 16.8728 4.7698
H -3.3269 15.5621 5.1979
O -3.5281 12.3373 7.3732
H -3.0016 13.0098 7.8053
H -4.3161 12.2665 7.9121
O -3.1772 13.7421 4.9689
H -2.9216 12.9664 4.4697
H -3.6159 13.3941 5.7452
```



Stability verdict: (b), ahead by 0.202 eV



(a)
A gas-phase ion, C6H10N (charge +1). Source: the OMol25 dataset; level of theory: ωB97M-V with the def2-TZVPD basis set.

Geometry as XYZ:
```
17
C6H10N ωB97M-V with the def2-TZVPD basis set
C 0.3370 0.9211 -0.6646
C 1.1926 0.1748 -0.1104
C -0.8216 -1.1826 -0.7194
C -0.9286 0.1567 -0.2591
C 2.6977 0.2040 0.0476
C -2.2335 0.7007 0.3069
N 0.0010 -0.8373 0.4412
H 0.4487 1.8967 -1.3285
H -1.6591 -1.7893 -0.2956
H -0.2091 -1.5084 -1.5730
H 3.3450 0.8858 -0.6390
H 3.0932 -0.7666 -0.2277
H 2.9123 0.2752 1.0617
H -2.2374 1.0492 1.3494
H -2.9496 -0.1209 0.3510
H -2.6251 1.4930 -0.3397
H 0.0501 -1.3733 1.2825
```

Properties
Net charge = +1
SMILES = CC1=C[C@@]2(C)C[N@@H+]12



(b)
A gas-phase ion, C6H10N (charge +1). Source: the OMol25 dataset; level of theory: ωB97M-V with the def2-TZVPD basis set.

Geometry as XYZ:
```
17
C6H10N ωB97M-V with the def2-TZVPD basis set
C -1.6044 0.7745 -0.4458
C -1.6210 0.6879 0.8351
C 1.7519 -0.6855 0.3236
C -0.5557 -0.2126 -0.1090
C -0.9097 -1.6514 -0.1759
C 1.1822 1.4906 -0.2786
N 0.8433 0.1435 0.0250
H -2.1794 0.9655 -1.3393
H -1.8753 0.8364 1.8985
H 2.7975 -0.3077 0.1910
H 1.6487 -1.6540 0.7217
H -2.1033 -1.5963 -0.2793
H -0.7390 -2.1142 0.8065
H -0.5559 -2.1388 -1.1070
H 0.3718 2.1909 0.1238
H 1.3970 1.5152 -1.3395
H 2.1515 1.7561 0.1493
```

Properties
Net charge = +1
SMILES = C=[N+](C)C1(C)C=C1



(c)
A gas-phase ion, C6H10N (charge +1). Source: the OMol25 dataset; level of theory: ωB97M-V with the def2-TZVPD basis set.

Geometry as XYZ:
```
17
C6H10N ωB97M-V with the def2-TZVPD basis set
C 0.3201 1.5758 1.4930
C 1.2105 0.7235 0.8380
C -0.9665 1.4851 1.1464
C 0.6157 -0.1325 -0.1959
C 1.1820 -1.5710 -0.2269
C -1.6792 -0.2691 -1.2330
N -0.7754 -0.0790 -0.1700
H 0.6690 2.2740 2.2460
H 2.2541 0.6457 1.0944
H -1.9648 1.7806 1.3660
H 1.0023 0.3496 -1.1215
H 0.8843 -2.0966 0.6773
H 2.2669 -1.5488 -0.2896
H 0.7891 -2.1008 -1.0917
H -2.6347 0.2000 -1.0048
H -1.8621 -1.3486 -1.3337
H -1.3113 0.1120 -2.1940
```

Properties
Net charge = +1



(d)
2 unconnected molecules or ions with the total composition C6H10N. Source: the OMol25 dataset; level of theory: ωB97M-V with the def2-TZVPD basis set.

Geometry as XYZ:
```
17
C6H10N ωB97M-V with the def2-TZVPD basis set
C 1.3463 -2.2466 1.7974
C 0.5550 -1.0391 1.5374
C 1.5833 -3.0253 0.7814
C 0.1487 0.1184 1.5709
C -1.4889 1.6941 -2.3978
C -0.2075 1.5177 -2.0179
N -0.6435 1.2382 1.0795
H 1.3034 -2.7579 -0.2567
H 1.9722 -4.0571 0.7725
H -2.0660 2.5107 -1.9096
H 1.5655 -2.3888 2.8432
H -2.1644 1.2053 -3.0363
H 0.3139 0.7633 -2.5288
H 0.2210 2.0308 -1.1866
H -1.5588 1.2316 1.6630
H -0.6578 1.0594 0.1094
H -0.2224 2.1452 1.1787
```

Properties
Net charge = +1



Stability verdict: (a), ahead by 0.370 eV



(a)
A gas-phase ion, C6H10N (charge +1). Source: the OMol25 dataset; level of theory: ωB97M-V with the def2-TZVPD basis set.

Geometry as XYZ:
```
17
C6H10N ωB97M-V with the def2-TZVPD basis set
C -0.3607 -0.1632 0.7095
C -0.7055 -0.3990 2.0608
C -1.1598 0.2440 -0.5667
C -0.9966 -0.2255 3.3485
C 1.0350 -0.4378 0.1676
C -0.1164 0.3635 -1.8632
N 1.2040 0.2928 -1.1091
H -1.9419 -0.4340 -0.8234
H -1.7906 1.1335 -0.5681
H -0.6974 0.7100 3.8321
H -1.0777 -1.0647 4.0700
H 1.7532 0.0461 0.7327
H 1.1095 -1.4556 0.0092
H -0.2744 1.3994 -2.3886
H -0.2495 -0.4580 -2.4275
H 1.5549 1.1868 -0.8888
H 1.8084 -0.1304 -1.7572
```

Properties
Net charge = +1
SMILES = C=C=C1CC[NH2+]C1



(b)
A gas-phase ion, C6H10N (charge +1). Source: the OMol25 dataset; level of theory: ωB97M-V with the def2-TZVPD basis set.

Geometry as XYZ:
```
17
C6H10N ωB97M-V with the def2-TZVPD basis set
C -1.0116 1.1106 -0.6683
C -1.7763 -0.4092 0.8511
C 0.4201 -1.2181 -0.7142
C -1.4061 -0.2555 -0.5771
C -0.5288 0.5324 0.6703
C 1.8323 0.5399 0.1705
N 0.6450 -0.3049 0.4451
H -0.2031 1.3714 -1.2880
H -1.8639 1.6549 -0.6286
H -2.7200 0.0862 1.1896
H -1.8479 -1.4647 1.3336
H 0.2754 -2.2482 -0.5380
H 0.7977 -0.9480 -1.6840
H 2.5638 -0.0827 -0.1997
H 1.6274 1.3288 -0.7026
H 2.3135 1.1481 1.0653
H 0.8828 -0.8411 1.2750
```

Properties
Net charge = +1



(c)
A gas-phase ion, C6H10N (charge +1). Source: the OMol25 dataset; level of theory: ωB97M-V with the def2-TZVPD basis set.

Geometry as XYZ:
```
17
C6H10N ωB97M-V with the def2-TZVPD basis set
C -0.5112 -1.8273 -0.2603
C -0.0086 -0.6413 0.0586
C 0.8750 -0.0818 2.3062
C -0.4903 -0.7167 -1.2671
C -1.7001 0.0376 -1.6344
C 1.3860 1.3457 0.4657
N 0.7960 0.1932 1.0751
H -0.9847 -2.6431 0.2159
H 1.5288 0.5141 2.9213
H 0.3643 -0.9732 2.7715
H 0.0997 -0.8051 -2.2289
H -2.4744 0.2618 -0.8761
H -2.3387 -0.6272 -2.3583
H -1.3078 0.9209 -2.0857
H 1.8889 1.0422 -0.4117
H 2.0833 1.9213 1.1822
H 0.7937 2.0789 0.1262
```

Properties
Net charge = +1
SMILES = C=[N+](C)C1=C[C@H]1C



(d)
A gas-phase ion, C6H10N (charge +1). Source: the OMol25 dataset; level of theory: ωB97M-V with the def2-TZVPD basis set.

Geometry as XYZ:
```
17
C6H10N ωB97M-V with the def2-TZVPD basis set
C -0.1815 -0.3075 -0.5829
C 0.5190 0.6083 0.5248
C -0.3214 -1.1772 1.6497
C 0.8387 -0.1915 1.8052
C -0.7248 -1.3244 0.1565
C -0.7105 -0.1626 -1.9293
N -0.1030 1.1009 -2.5673
H 1.3165 1.1213 -0.0630
H -0.1869 1.2858 0.8315
H -0.2639 -2.0678 2.2373
H -1.2366 -0.6569 1.8670
H 1.7002 -0.7559 1.5408
H 0.9335 0.3956 2.6568
H -1.5379 -2.0064 0.0477
H -0.9600 1.5884 -2.9708
H 0.5903 0.8387 -3.3758
H 0.3283 1.7111 -1.8281
```

Properties
Net charge = +1



Stability verdict: (a), ahead by 1.368 eV